1.
8
Properties=species:S:1:pos:R:3:nbo_charge:R:1 method="wB97M-V/def2-TZVPD" gap_ev="8.69 / 7.77" spin_multiplicity=1
C -0.6798 -0.1661 0.1501 0.216
C 0.5315 -0.4387 0.8569 -0.210
N 0.3815 0.6750 -1.7014 0.235
O -1.2358 0.9076 0.2869 -0.554
O -0.2305 1.6187 -1.5442 -0.096
Cl 1.4173 -1.8799 0.7635 0.052
H -1.0424 -0.8719 -0.5408 0.139
H 0.8582 0.1553 1.7291 0.219

---

2.
27
Properties=species:S:1:pos:R:3:mulliken_spin:R:1 method="wB97M-V/def2-TZVPD" gap_ev="5.82 / 6.75" spin_multiplicity=5 total_charge=+1
Ir 1.1493 -0.3806 -1.5297 2.592
C -3.0162 -1.3646 -1.7790 -0.024
C -3.5110 -0.9766 -0.5371 0.074
C -2.6798 -0.3093 0.3412 -0.029
C -1.3708 -0.0345 -0.0242 0.065
N -0.8944 -0.4215 -1.2351 0.046
C -1.7126 -1.0742 -2.0919 0.069
C -0.4049 0.6528 0.8495 0.040
C -0.7416 1.2442 2.0601 0.013
C 0.2474 1.8546 2.8084 0.013
C 1.5526 1.8653 2.3334 0.006
C 1.8208 1.2618 1.1235 0.011
N 0.8629 0.6709 0.4032 0.126
H -3.6345 -1.8836 -2.4963 0.001
H -4.5321 -1.1970 -0.2596 0.002
H -3.0434 -0.0132 1.3133 0.003
H -1.2797 -1.3515 -3.0435 0.001
H -1.7623 1.2393 2.4109 0.004
H 0.0033 2.3210 3.7526 0.000
H 2.3517 2.3320 2.8902 0.001
H 2.8186 1.2372 0.7067 0.006
F 0.8364 -3.0944 -0.2075 0.024
B 1.7669 -2.2568 -0.6520 0.245
F 3.0258 -2.5829 -0.4376 0.023
S 5.3792 1.2538 -2.4497 0.501
C 3.9386 0.7200 -2.2239 0.055
N 2.8301 0.2877 -2.0256 0.133

---

3.
9
Properties=species:S:1:pos:R:3:nbo_charge:R:1 method="wB97M-V/def2-TZVPD" gap_ev=7.55 spin_multiplicity=1 smiles="O=CC(=S)C(O)=S"
O -0.8205 2.3442 0.2541 -0.462
C -1.3295 1.2586 0.1502 0.376
C -0.6364 -0.0861 0.1257 -0.296
S -1.5835 -1.2943 -0.4002 0.213
C 0.8018 -0.2663 0.3065 0.157
O 1.0871 -0.8301 1.4878 -0.630
S 1.9118 0.1869 -0.7856 0.001
H -2.4327 1.1758 0.0700 0.139
H 2.0328 -1.0089 1.4726 0.503

---

4.
46
Properties=species:S:1:pos:R:3:nbo_charge:R:1 method="wB97M-V/def2-TZVPD" gap_ev=9.68 spin_multiplicity=1
H 2.1924 0.5431 2.1719 0.242
N 1.7092 -0.5045 0.3807 -0.377
B 1.6153 -2.2289 -1.5138 0.551
N 2.3321 -1.5235 -0.3160 -0.305
C 3.4926 -1.8311 0.2884 0.018
Sn -0.2500 0.5003 -0.2099 1.832
H 4.1304 -2.5821 -0.1540 0.231
C 3.5985 -1.0559 1.4386 -0.348
H 4.3780 -1.0977 2.1724 0.236
C 2.4685 -0.2259 1.4591 0.004
H 2.2350 -3.1668 -1.9216 -0.027
C -2.1220 0.5770 -1.2734 -1.085
H -2.7076 1.4158 -0.8865 0.237
H -2.6351 -0.3676 -1.0625 0.216
H -1.9112 0.7147 -2.3395 0.230
N 1.4514 -1.1637 -2.6537 -0.317
N 0.2151 -2.6369 -0.9569 -0.308
N 0.7908 0.0092 -2.3943 -0.353
N -0.5495 -1.7143 -0.2521 -0.384
C 1.9324 -1.1357 -3.9123 -0.006
C -0.3961 -3.8357 -0.9224 0.020
H 2.4994 -1.9775 -4.2761 0.222
H 0.0497 -4.6768 -1.4349 0.232
C 1.5638 0.0740 -4.4925 -0.350
C -1.5548 -3.7135 -0.1604 -0.347
C 0.8512 0.7728 -3.5009 -0.020
C -1.6068 -2.3780 0.2601 0.001
H 1.7767 0.4113 -5.4871 0.231
H -2.2655 -4.4822 0.0739 0.237
H 0.4175 1.7650 -3.5595 0.227
H -2.3681 -1.8713 0.8379 0.238
H 0.5672 1.9218 -0.7774 -0.231
F -0.2321 3.8539 1.0110 -0.313
C -1.4784 3.4290 1.3677 0.959
F -2.1164 4.4818 1.9273 -0.305
F -2.1463 3.1472 0.2124 -0.319
C -1.4157 2.1546 2.3009 0.045
O -0.9974 0.9719 1.7127 -0.856
C -0.4107 2.4528 3.4740 0.965
F -0.5978 3.6661 4.0639 -0.316
F -0.4695 1.5090 4.4411 -0.307
F 0.8604 2.4230 2.9805 -0.324
C -2.8778 1.9121 2.8593 0.965
F -3.4540 3.0162 3.4189 -0.315
F -3.6569 1.5158 1.8151 -0.318
F -2.9080 0.9312 3.7899 -0.307